Record 1
42
Properties=species:S:1:pos:R:3:forces:R:3:mulliken_spin:R:1 method="wB97M-V/def2-TZVPD" e_above_lowest_ev=0.000 multiplicity=3 s2=2.01 gap_ha="0.28382 / 0.27581" total_charge=-1
Pt 1.386302 -1.663855 0.012079 0.14 0.03 -0.09 1.593
O -2.889240 3.301267 -1.239926 -0.01 0.02 0.02 0.001
O 1.329441 1.501019 2.664854 0.16 0.00 0.15 0.005
O 1.862704 0.065303 1.056378 0.04 -0.07 0.17 0.068
O 2.300255 -0.516786 -1.769902 0.07 0.03 0.10 0.056
O 0.057452 -1.797359 1.985098 -0.09 0.01 0.24 0.057
O -0.384915 -0.659657 -0.717479 -0.07 0.01 0.07 0.159
N 1.128963 -3.489918 -0.829678 -0.04 -0.02 -0.06 0.041
C -1.612231 1.267857 -0.991883 -0.06 0.05 -0.01 0.028
C 1.213988 0.418548 2.110638 -0.32 0.10 -0.40 0.001
C 0.753160 1.298355 -1.595464 0.06 -0.03 0.04 -0.052
C 2.054564 0.693702 -1.837827 -0.07 -0.04 -0.09 -0.008
C -4.018256 2.630475 -0.720046 -0.01 0.00 -0.02 0.000
C -1.729604 2.593465 -1.327996 0.03 -0.02 0.00 0.004
C 3.214720 1.580525 -2.239894 0.01 0.00 -0.03 0.010
C 0.634495 -0.922860 4.121581 -0.03 -0.05 0.02 -0.005
C -0.616353 3.318239 -1.789558 -0.02 -0.01 0.00 0.002
C -1.190689 0.131493 2.736560 0.02 0.06 -0.02 -0.001
C 0.167026 -0.554213 2.723120 0.08 -0.04 0.01 0.015
C 0.577173 2.663365 -1.905983 0.00 0.00 0.02 0.001
C -0.373118 0.575981 -1.091216 0.00 -0.05 -0.07 0.024
C 0.937217 -4.550912 -1.237651 0.01 0.03 -0.01 -0.007
B 0.669719 -6.008442 -1.792656 0.00 -0.03 -0.01 -0.001
H 4.097682 0.953467 -2.326898 0.00 0.00 0.00 0.000
H -4.312866 1.792499 -1.357216 0.00 0.00 0.00 0.000
H 1.562229 -1.493983 4.064281 0.00 0.00 0.00 0.003
H 0.812060 -0.017114 4.697065 0.00 0.01 0.01 0.000
H -1.930353 -0.503318 3.231672 0.01 -0.02 0.00 0.000
H 1.677602 -6.367837 -2.368954 -0.03 0.01 0.02 0.000
H -3.828433 2.260451 0.290732 0.00 0.00 0.01 0.000
H 1.426280 3.228713 -2.262949 0.01 0.00 0.00 0.001
H -0.725966 4.364446 -2.037027 0.00 0.00 0.00 0.000
H -1.517874 0.343145 1.714243 0.02 -0.01 0.04 0.003
H -0.277955 -5.936330 -2.549986 0.03 0.00 0.02 0.001
H -2.448668 0.686693 -0.631000 0.01 0.01 -0.01 0.000
H 0.424049 -6.717162 -0.835441 0.01 0.02 -0.03 0.000
H -0.792111 -1.793441 1.526156 0.06 0.02 -0.14 0.001
H -4.821137 3.363184 -0.693067 0.00 0.00 0.00 0.000
H 3.381202 2.342994 -1.478083 0.01 0.01 -0.01 0.003
H -1.110246 1.076089 3.270201 -0.01 0.00 0.00 0.001
H 3.032244 2.078980 -3.192668 -0.01 0.00 0.00 -0.001
H -0.120526 -1.537079 4.615792 0.01 0.00 0.01 0.000


Record 2
145
Properties=species:S:1:pos:R:3:forces:R:3:lowdin_charge:R:1 method="wB97M-V/def2-TZVPD" e_above_lowest_ev=7.977 multiplicity=1 gap_ha=0.13748 total_charge=+1
K -6.337325 -3.299122 7.138352 0.00 -0.04 -0.28 0.988
K -0.275375 0.710238 6.594372 -0.09 -0.13 -0.58 0.941
P -12.853445 5.599548 2.300142 0.74 1.78 -2.51 0.683
P 11.876425 -1.985022 -5.088608 0.36 -0.79 0.74 0.576
P 3.572945 -8.917422 -0.407588 -0.75 1.38 -0.81 0.599
P 1.114215 7.185778 3.336142 0.24 0.63 -2.21 0.580
F -4.451995 -0.489612 2.081072 -0.83 -0.86 0.71 0.125
F -2.870015 0.866048 1.987822 1.19 3.17 1.44 0.180
F -3.526715 -0.070552 0.210142 0.15 -0.25 -0.20 0.075
O -9.941075 -5.348732 2.373532 0.13 -0.17 0.81 0.102
O -12.605935 5.506128 3.765272 -0.80 -0.20 -1.12 -0.310
O 0.073455 6.326828 3.986782 0.88 1.04 -0.91 -0.307
O 11.604675 -3.061332 -6.100398 0.13 1.62 0.93 -0.305
O -0.770745 -0.880142 1.493022 -2.47 0.25 -0.25 -0.146
O -2.129585 -1.828952 3.183562 -0.27 1.42 -3.37 -0.368
O 2.599485 -8.333992 0.564922 0.49 -1.08 -0.60 -0.309
O -11.119825 -4.658122 0.679882 -1.47 0.82 -1.30 0.050
N 2.674785 7.062948 3.901162 1.53 0.04 -0.15 -0.312
N -11.370665 5.669608 1.316522 -2.00 -0.08 0.87 -0.334
N -13.812875 4.327468 1.599672 0.85 -0.26 -0.41 -0.289
N 11.241255 -2.394422 -3.546298 0.13 1.72 0.18 -0.292
N 13.548165 -1.822672 -4.814308 -1.58 1.06 0.56 -0.316
N 3.336345 -8.187882 -1.963378 -0.03 -1.02 -0.12 -0.305
N 3.411845 -10.569432 -0.742828 0.59 0.84 -2.08 -0.313
N 11.352125 -0.433522 -5.487268 -1.32 -0.21 -1.38 -0.299
N -13.585765 7.165278 1.799942 1.00 -1.89 -0.29 -0.312
N 5.162005 -8.557392 0.102742 -0.94 -1.26 -1.15 -0.320
N 1.399765 6.838488 1.677762 -0.51 -1.53 0.19 -0.327
N 0.781525 8.860268 3.253912 1.37 -1.43 1.65 -0.313
C 0.048345 -1.565192 0.565562 -0.94 0.49 0.55 -0.289
C -8.947995 -5.450062 0.164912 -1.11 1.35 -1.94 -0.040
C 6.195825 -9.545732 -0.032448 -0.12 -0.93 0.67 -0.130
C 11.739625 0.825538 -4.893178 0.23 -0.61 0.79 -0.124
C -14.013825 7.251128 0.366352 -0.08 0.61 1.89 -0.116
C 0.629185 5.830948 0.970042 0.14 -0.18 0.61 -0.130
C 1.747005 9.928638 3.148702 0.55 0.22 -0.39 -0.140
C 2.590695 -11.430162 0.033402 0.78 -0.78 1.54 -0.140
C -9.518335 -4.571762 -1.002698 -0.36 0.19 0.09 -0.143
C 5.543525 -7.312852 0.712462 -1.14 0.84 -0.34 -0.121
C 3.460515 5.813088 3.618842 -2.69 -0.93 0.59 -0.084
C 14.467345 -2.383532 -5.728828 0.91 -2.15 -0.06 -0.149
C -14.042105 3.953758 0.144342 0.28 1.10 1.04 -0.097
C 2.319115 7.459248 0.721572 -0.23 0.34 1.82 -0.107
C 10.492275 -1.398882 -2.637928 0.57 -0.81 -1.49 -0.075
C -10.031445 -5.162602 1.195402 1.99 -0.51 1.09 -0.545
C -13.985635 8.161928 2.809792 0.64 -1.93 0.66 -0.120
C -10.507025 4.547768 1.060332 -1.84 -0.96 -1.16 -0.137
C 4.477545 -7.570372 -2.653478 0.19 -0.79 1.60 -0.117
C -10.587315 6.873928 1.264272 -1.06 1.15 0.33 -0.145
C 3.037305 7.601158 5.208052 -0.05 -0.35 -0.11 -0.119
C 14.175295 -1.676012 -3.518978 -0.60 -0.13 0.92 -0.135
C 10.158095 -0.257432 -6.373598 -0.06 -1.73 0.71 -0.100
C -2.102605 -1.411782 1.775022 -0.40 -0.32 4.76 -0.366
C -3.265585 -0.257112 1.547682 1.87 -3.16 -1.89 -0.629
C -11.039085 -4.573792 -0.759728 0.39 -0.42 -0.65 -0.142
C 11.255575 -3.816292 -3.133308 -0.31 0.75 -0.54 -0.118
C 1.974235 -7.700242 -2.324308 0.69 0.63 1.06 -0.103
C 4.004795 -11.287002 -1.930308 0.44 2.21 0.77 -0.081
C 1.400415 -1.069992 0.963702 0.97 -0.27 -0.66 -0.089
C -14.523235 3.467328 2.568702 0.23 0.48 0.33 -0.129
C -0.530875 9.372548 3.356862 -1.23 0.54 -0.67 -0.140
H -11.264845 7.690378 1.014362 0.17 0.31 0.26 0.066
H 9.531135 -1.061082 -3.025478 -0.34 -0.60 -0.41 0.065
H 1.620025 -0.043672 0.669572 -0.43 0.10 -0.21 0.071
H -15.008215 8.012058 3.156182 -0.38 0.54 -0.44 0.073
H 7.021995 -9.335252 0.646702 0.35 0.56 -0.59 0.086
H 11.718625 -4.022022 -2.168238 -0.50 0.55 0.51 0.072
H 5.887765 -10.495572 0.404582 -0.39 -0.35 -0.38 0.072
H 2.100475 -12.235322 -0.513868 -0.41 0.55 -0.58 0.081
H -9.133395 -4.709802 -2.013068 -0.36 -0.71 0.03 0.115
H 12.756565 0.739208 -4.510448 -0.01 0.22 0.08 0.076
H 5.268395 -7.321442 1.767132 0.52 0.20 0.20 0.085
H -1.284605 8.663518 3.014392 -0.04 -0.20 0.62 0.088
H 0.156775 5.168528 1.695392 -0.36 0.07 -0.28 0.071
H 10.423205 0.038648 -7.388558 0.05 0.12 0.15 0.084
H 1.659315 -7.022372 -1.530948 -0.33 -0.02 0.13 0.064
H 3.246585 5.358818 2.651382 0.98 1.11 -0.77 0.073
H -11.033065 3.641498 1.360422 0.68 -0.27 0.87 0.072
H 2.134815 -1.685742 0.444452 0.45 -0.08 0.43 0.072
H -0.073485 6.302638 0.283122 -0.39 -0.12 0.03 0.080
H 13.555485 -1.213162 -2.751058 -0.33 0.28 -0.38 0.070
H -14.978445 6.762118 0.230412 0.12 -0.41 -0.33 0.069
H 2.562385 8.566898 5.380972 0.05 -0.10 0.06 0.074
H 14.688775 -3.399872 -5.403088 0.22 -0.61 0.49 0.075
H -11.657765 -5.368962 -1.175698 0.27 -0.23 -0.02 0.125
H 11.035675 1.002858 -4.080098 0.17 0.55 0.31 0.061
H -9.474335 4.716598 1.365532 -0.18 -0.45 0.35 0.084
H 1.702885 10.721458 3.895422 -0.64 -0.16 0.62 0.082
H 1.467675 -1.078442 2.051592 0.26 -0.47 -0.10 0.074
H 2.900125 5.017108 4.109222 0.05 -0.34 1.10 0.065
H 10.290435 -1.844102 -1.663678 0.41 0.00 -0.06 0.074
H 4.547665 -10.551122 -2.523508 -0.21 0.20 -0.18 0.056
H 4.308115 -7.399312 -3.716548 -0.24 0.61 0.34 0.088
H 3.322135 -11.991722 0.614562 -0.41 -0.37 1.00 0.076
H 4.976885 -6.500302 0.257712 -0.28 0.12 0.10 0.071
H 6.460895 -9.706262 -1.077478 0.61 -0.02 0.08 0.072
H 14.098125 -2.671572 -6.713118 0.01 1.31 -0.26 0.086
H 11.878025 -4.450412 -3.764618 -0.33 0.37 -0.69 0.074
H -10.138355 7.049828 2.241822 0.38 0.34 -0.01 0.086
H 4.458255 5.732108 4.050182 0.05 0.76 -0.61 0.086
H -9.828225 6.875108 0.482052 0.01 -0.44 0.01 0.085
H 14.404965 -2.641892 -3.069068 0.30 -0.41 -0.13 0.080
H 9.624025 -1.207412 -6.394038 0.38 -0.38 -0.58 0.068
H 4.792855 -6.786432 -1.964918 0.16 1.18 -1.13 0.062
H 1.312175 5.243648 0.356272 0.04 -0.26 -0.05 0.073
H 11.001515 -0.437732 -2.567598 0.63 -0.36 0.42 0.045
H 2.788915 9.615208 3.214072 -0.15 -0.35 -0.50 0.072
H 1.907635 -10.862002 0.664842 0.02 -0.22 -0.01 0.079
H -0.747005 9.851228 4.311982 -0.24 -0.41 0.35 0.087
H -10.590975 4.405688 -0.017108 0.98 0.02 -0.47 0.076
H -13.416845 7.822978 3.675632 0.12 0.36 0.28 0.056
H -15.022325 2.604678 2.127302 0.01 0.31 -0.52 0.077
H 5.353325 -8.217232 -2.601788 -0.05 -0.50 -0.20 0.052
H 3.014705 6.764878 0.250302 -0.05 -0.48 0.19 0.077
H -13.612765 4.729388 -0.489818 0.12 -0.23 0.04 0.053
H 1.978485 -7.072952 -3.215698 0.39 -0.36 -0.23 0.072
H 1.508465 10.443888 2.218262 0.57 0.11 -0.33 0.085
H 6.573685 -7.036002 0.488372 0.15 -0.43 0.35 0.088
H -13.844935 3.038308 3.306242 0.08 0.23 0.10 0.069
H 1.196585 -8.457302 -2.425428 0.35 -0.33 -0.04 0.073
H 2.776375 6.894528 5.995882 -0.29 0.04 0.30 0.079
H 4.122555 7.688488 5.260022 0.03 0.34 -0.10 0.082
H -11.407475 -3.628042 -1.157158 -0.47 -0.03 0.58 0.121
H -0.631225 10.189688 2.642502 0.06 0.22 -0.28 0.079
H 3.238625 -11.707372 -2.581738 0.00 -0.27 0.34 0.085
H -15.260665 4.085838 3.080292 -0.18 -0.30 0.23 0.077
H 2.914495 8.124668 1.346742 0.08 0.65 -0.78 0.066
H -9.018785 -6.504102 -0.103558 0.18 -0.06 0.01 0.126
H -13.668555 2.976458 -0.161368 0.52 -0.05 0.45 0.072
H 15.102205 -1.103502 -3.553238 0.04 0.07 -0.34 0.082
H -7.916595 -5.160912 0.366672 -0.32 -0.20 0.67 0.123
H -0.214665 -1.350242 -0.470158 0.03 0.35 -0.22 0.114
H 11.664285 1.674858 -5.572218 0.12 -0.26 -0.31 0.086
H 10.202105 -4.080112 -3.226548 0.19 -0.97 0.50 0.082
H 4.809885 -11.960742 -1.637038 -0.45 -0.59 0.24 0.078
H -0.097785 -2.640792 0.664782 0.35 -0.24 0.32 0.117
H -13.700475 9.200178 2.639972 -0.20 -0.11 -0.56 0.079
H 15.440785 -1.917442 -5.576308 -0.04 0.53 -1.06 0.082
H -2.341995 -2.276172 1.155662 0.09 0.07 -0.53 0.123
H -13.206565 6.873978 -0.261488 -0.28 -0.07 -0.14 0.059
H 9.335675 0.337178 -5.975908 0.58 0.87 0.38 0.076
H -15.105215 3.909058 -0.092028 -0.21 0.27 0.33 0.074
H -14.205695 8.300338 0.141742 0.28 0.10 -0.08 0.076
H -9.401095 -3.494952 -0.880958 1.18 0.00 0.67 0.111
H 1.723465 7.889778 -0.083388 0.24 0.63 0.04 0.085